45
Properties=species:S:1:pos:R:3:mulliken_charge:R:1 method="wB97M-V/def2-TZVPD" gap_ha="0.1835 / 0.2057" mol_weight_da=554.43 homo_energy_ha="-0.3578 / -0.3669" spin_multiplicity=2 s_squared=0.8392 relative_energy_kcal_mol=451.1 charge=+1
Ru 0.89646 0.08795 0.16355 0.408
N 0.29477 -4.84600 -0.79070 0.081
C 0.67880 -3.72343 -1.47775 -1.076
N 0.26559 -1.18949 -1.63674 -0.550
C -0.44384 -2.47837 0.39208 0.919
N -1.52040 -1.64393 0.71000 -1.499
N -0.97764 -0.40318 0.87474 0.496
C -1.62883 0.61601 1.34768 -0.355
C -0.89280 1.87056 1.44026 0.757
C -1.48817 3.05961 1.84817 -0.839
C -0.73296 4.21470 1.89709 -0.142
C 0.61210 4.17183 1.54337 -0.736
C 1.14883 2.96925 1.14138 -0.129
N 0.42067 1.84552 1.08774 -0.297
C -0.36934 -3.62774 1.24313 0.024
C -0.58739 -3.66186 2.62109 -0.501
C -0.53716 -4.86020 3.29177 -0.748
C -0.30004 -6.05587 2.60607 -0.538
C -0.04630 -6.05630 1.25527 -0.817
C -0.03806 -4.84211 0.55958 0.381
H 0.27330 -5.72711 -1.27906 0.303
H 0.86850 -3.81113 -2.54003 0.515
H -2.66894 0.52508 1.63494 0.410
H -2.53843 3.06568 2.10348 0.389
H -1.18729 5.14640 2.20582 0.433
H 1.23149 5.05589 1.56371 0.385
H 2.18601 2.87272 0.84887 0.453
H -0.81370 -2.73897 3.13750 0.474
H -0.69712 -4.87806 4.36118 0.422
H -0.30279 -6.99382 3.14452 0.407
H 0.18003 -6.98589 0.74656 0.397
Cl 0.68932 -2.28052 -0.69243 0.968
C 2.02907 -2.25628 -0.01197 1.100
C 3.23017 -2.51644 0.70618 -1.094
C 4.42155 -2.72282 0.08629 -0.347
C 4.74301 -2.41720 -1.29279 -0.190
C 4.18536 -1.49201 -2.10559 -0.079
Cl 4.51135 -1.42764 -3.80160 -0.163
C 3.38896 -0.44078 -1.58391 0.509
N 2.81035 0.29888 -0.91654 -0.385
H 3.12256 -2.75407 1.75895 0.455
H 5.21360 -3.19251 0.65651 0.391
H 5.55633 -2.98634 -1.73232 0.481
S -1.46422 -0.06141 -3.23708 -0.143
C -0.14641 -0.12357 -2.35418 0.068

=====

22
Properties=species:S:1:pos:R:3:mulliken_charge:R:1 method="wB97M-V/def2-TZVPD" gap_ha=0.3669 mol_weight_da=161.56 homo_energy_ha=-0.2429 relative_energy_kcal_mol=18.4 charge=-1
Cl 0.59850 -0.11664 0.55373 -0.827
O -0.77850 2.09536 -1.21827 -0.616
H -0.40550 1.34736 -0.79627 0.247
H -0.34150 2.85336 -0.80527 0.344
O -2.22650 0.02336 1.72473 -0.605
H -2.66350 0.69136 1.19773 0.302
H -1.35950 0.03636 1.31973 0.363
O 1.02450 0.52036 -2.83427 -0.677
H 0.75350 -0.40764 -2.73527 0.402
H 0.78350 1.01536 -2.04527 0.226
O 2.53250 1.90436 -0.65727 -0.576
H 2.79950 2.56536 -0.01527 0.287
H 2.23450 1.17036 -0.09227 0.274
O -0.88950 -2.97764 0.85573 -0.609
H -1.64250 -3.03864 0.28073 0.313
H -0.40850 -2.20464 0.61573 0.194
O -0.49050 -1.63364 -2.23927 -0.663
H -1.39850 -1.58364 -2.00627 0.316
H -0.05450 -1.73264 -1.40527 0.323
O 0.64550 0.11236 3.69873 -0.630
H 0.86350 0.13836 2.71373 0.319
H 0.42350 -0.77864 3.88973 0.292

=====

112
Properties=species:S:1:pos:R:3:mulliken_charge:R:1 method="wB97M-V/def2-TZVPD" gap_ha="0.2705 / 0.2330" mol_weight_da=1099.14 homo_energy_ha="-0.3819 / -0.3818" spin_multiplicity=2 s_squared=0.7871 relative_energy_kcal_mol=0.0 charge=+1
Ir -1.07925 2.29919 0.43794 2.526
C 1.62038 4.56709 -2.03512 -1.215
C 0.84045 5.54355 -2.65381 -0.580
C -0.48240 5.62239 -2.31632 -0.504
C -1.05217 4.74625 -1.37343 0.430
N -0.29042 3.78817 -0.79525 0.028
C 1.01882 3.72706 -1.13660 -0.481
N -2.37397 5.00268 -1.10760 -0.543
C -3.12794 4.34972 -0.29453 -0.043
N -2.84331 3.23376 0.44096 -0.275
C -3.95328 2.82964 1.14036 0.148
N -4.10490 1.80620 1.89591 -0.526
C -3.14803 0.85594 2.16815 0.232
C -3.58919 -0.15844 3.03141 -0.447
C -2.75657 -1.17699 3.41149 -0.690
C -1.45602 -1.18229 2.91655 -0.942
C -1.07513 -0.17468 2.06861 0.064
N -1.88356 0.83981 1.68726 -0.075
C -5.04181 3.78929 0.85507 0.102
C -6.34729 3.84534 1.29674 -0.211
C -7.13731 4.88311 0.81083 -0.639
C -6.62836 5.81946 -0.08642 -0.659
C -5.31053 5.75192 -0.52851 -0.242
C -4.53495 4.72240 -0.03715 0.320
H 2.67382 4.45150 -2.24321 0.616
H 1.26752 6.22421 -3.37756 0.440
H -1.14507 6.36118 -2.74070 0.530
H 1.59641 2.94612 -0.67157 0.815
H -4.61018 -0.08639 3.37383 0.566
H -3.10415 -1.95460 4.07826 0.482
H -0.74795 -1.95818 3.17088 0.494
H -0.09141 -0.17121 1.63442 0.016
H -6.73273 3.11259 1.99211 0.563
H -8.16646 4.96688 1.13335 0.419
H -7.27218 6.61196 -0.44340 0.415
H -4.90378 6.47305 -1.22386 0.554
C -3.69720 -7.13915 -0.67877 -1.658
C -2.77749 -6.73574 0.48459 1.860
C -1.69213 -7.80134 0.63735 -2.029
C -3.59377 -6.67725 1.78617 -1.598
C -2.20242 -5.35458 0.21522 -0.308
C -3.09194 -4.28260 -0.02550 -0.189
C -2.60755 -3.03535 -0.24742 -0.354
Br -3.78306 -1.60180 -0.55927 -0.086
C -1.18203 -2.72860 -0.23264 0.161
O -0.79818 -1.55666 -0.35284 0.735
C -0.27484 -3.85042 -0.01015 -0.364
C -0.82721 -5.09543 0.20875 -0.445
C 1.25286 -3.73068 -0.02157 2.539
C 1.78140 -4.57063 -1.19830 -1.850
C 1.80946 -4.29950 1.29590 -1.854
C 1.82319 -2.31617 -0.17754 -2.125
H -4.04669 -8.16114 -0.52926 0.467
H -3.16631 -7.09744 -1.63094 0.376
H -4.57575 -6.49803 -0.74965 0.331
H -2.16284 -8.76758 0.81852 0.443
H -1.03433 -7.59485 1.48314 0.391
H -1.08399 -7.89353 -0.26431 0.404
H -4.06868 -7.64285 1.96543 0.439
H -4.37861 -5.92172 1.73962 0.352
H -2.95085 -6.45042 2.63821 0.370
H -4.15982 -4.45005 -0.02880 0.464
H -0.15745 -5.92472 0.37847 0.381
H 1.50331 -5.62042 -1.10512 0.369
H 2.86996 -4.50816 -1.23305 0.461
H 1.39033 -4.19907 -2.14738 0.380
H 1.60039 -5.36231 1.41300 0.403
H 1.38836 -3.77435 2.15584 0.293
H 2.89217 -4.17075 1.31848 0.488
H 1.53644 -1.85946 -1.12403 0.098
H 2.91221 -2.38496 -0.15693 0.991
H 1.50747 -1.65393 0.62885 -0.094
C 8.96366 4.60650 -0.16626 -1.413
C 7.94769 3.49970 -0.17097 0.916
C 7.00464 3.40068 -1.19371 -0.875
C 6.05314 2.39666 -1.19200 -0.467
C 6.04516 1.47339 -0.15553 -0.201
C 6.98092 1.54014 0.86499 -0.248
C 7.92455 2.55540 0.85071 -0.845
S 4.81204 0.21776 -0.12441 1.572
O 4.42102 -0.08853 -1.47198 -0.771
O 5.26260 -0.80358 0.77589 -0.744
N 3.50337 0.96113 0.51237 0.417
C 3.28893 1.05292 1.94701 -0.712
C 2.43143 2.26179 2.30581 -1.036
C 1.07869 2.25502 1.66962 0.376
O 0.13867 3.00517 2.04491 -0.764
O 0.82568 1.48955 0.66687 -0.065
H 9.12323 5.00223 -1.16782 0.369
H 9.92016 4.26089 0.22330 0.377
H 8.62900 5.42987 0.46779 0.289
H 7.03002 4.11234 -2.00971 0.350
H 5.33804 2.30404 -1.99859 0.524
H 6.98254 0.78858 1.64251 0.488
H 8.66504 2.60480 1.63937 0.392
H 2.67826 0.83047 -0.05412 -0.287
H 4.26186 1.15814 2.42694 0.568
H 2.83982 0.13626 2.34222 0.285
H 2.92561 3.18590 1.98959 0.314
H 2.29314 2.33554 3.38555 0.446
C -0.59847 -0.38481 -4.22450 -0.858
N -1.27587 0.39827 -3.20217 0.306
C -2.49745 1.01493 -3.31330 -0.838
C -2.71741 1.64886 -2.13400 -0.640
N -1.64461 1.40597 -1.30511 0.443
C -0.78858 0.67044 -1.98897 -1.255
H -1.34033 -0.91845 -4.81274 0.355
H 0.05764 -1.10503 -3.74172 0.272
H -0.01202 0.26172 -4.87488 0.317
H -3.10057 0.93759 -4.19938 0.483
H -3.57657 2.21084 -1.81671 0.521
H 0.14387 0.29093 -1.61008 0.710

=====

122
Properties=species:S:1:pos:R:3:mulliken_charge:R:1 method="wB97M-V/def2-TZVPD" gap_ha=0.2971 mol_weight_da=1093.57 homo_energy_ha=-0.2966 relative_energy_kcal_mol=0.0 smiles="CC(=O)OCc1c(CCCCl)c(COCOCCO)c(N=C=O)c2c1Sc1cc(F)c(S)cc1N2CCCCC(F)(F)C(F)(F)S(F)(F)(F)(F)F.c1cc[nH]c1.c1cc[nH]c1.c1cc[nH]c1.c1cc[nH]c1"
C 1.61103 3.25816 -1.30913 -0.709
C 0.50467 4.05355 -2.00325 0.725
O 0.15319 3.83196 -3.13076 -0.485
O -0.08013 5.06244 -1.25008 -0.350
C -1.34977 4.61155 -0.76142 -1.875
C -1.25896 3.46201 0.26847 -0.120
C -1.88662 2.22547 0.08526 0.446
C -2.67030 1.91329 -1.19104 -1.844
C -4.19745 1.67349 -0.95171 -0.702
C -5.12533 2.46067 -1.93209 -0.416
Cl -6.32515 3.40825 -0.98769 -0.212
C -1.80280 1.23536 1.10277 1.222
C -2.49752 -0.11958 0.90886 -1.675
O -1.83258 -1.22679 1.50469 -0.101
C -0.61293 -1.55279 0.92875 -0.163
O -0.66572 -2.84653 0.34005 -0.489
C 0.67121 -3.33214 0.12984 -0.101
C 0.92792 -4.48660 1.14622 -0.192
O 2.24765 -4.50750 1.66549 -0.557
C -1.07753 1.56123 2.24251 -0.226
N -1.00534 0.58282 3.31349 0.287
C -2.08624 0.42566 3.87667 0.460
O -3.04459 0.36101 4.57126 -0.555
C -0.39886 2.77125 2.43913 -1.234
C -0.50630 3.72356 1.42635 1.792
S 0.31841 5.29953 1.69235 -0.458
C 1.74514 4.75470 2.62731 0.523
C 2.97069 5.38609 2.55029 -0.494
C 4.06388 4.93274 3.26558 0.503
F 5.23836 5.55893 3.19269 -0.336
C 3.93212 3.80324 4.07142 -0.620
S 5.36534 3.17720 4.96918 -0.243
C 2.68828 3.19261 4.15946 -0.015
C 1.57468 3.64652 3.45838 -0.813
N 0.34661 2.93455 3.65090 1.343
C -0.44899 3.54037 4.75715 -0.929
C -0.76147 2.57249 5.93517 -1.106
C 0.30677 1.45140 6.13605 -0.170
C -0.38404 0.28446 6.89299 -1.253
C 0.55102 -0.93426 7.13351 0.988
F 1.82710 -0.41169 7.13815 -0.346
F 0.39897 -1.47846 8.35651 -0.323
C 0.55765 -1.97553 5.97470 0.424
F 0.52491 -1.40127 4.77286 -0.271
F 1.74798 -2.61616 6.02306 -0.315
S -0.76465 -3.31427 6.03601 1.336
F 0.11689 -4.22216 5.04029 -0.320
F -0.11165 -4.01083 7.29546 -0.293
F -1.75763 -2.42153 6.91076 -0.339
F -1.46938 -2.69682 4.71397 -0.291
F -1.87192 -4.45777 6.02372 -0.306
H 1.16362 2.58924 -0.55512 0.058
H 2.10846 2.65248 -2.07419 0.381
H 2.28628 3.95024 -0.78706 0.283
H -1.82839 5.44722 -0.22526 0.554
H -1.98379 4.36353 -1.62141 0.390
H -2.24124 0.97100 -1.57761 0.532
H -2.52857 2.65446 -1.98502 0.654
H -4.49498 1.82074 0.09712 0.519
H -4.38652 0.60272 -1.14957 0.213
H -5.67198 1.74583 -2.55922 0.349
H -4.49905 3.07887 -2.58686 0.264
H -3.48768 -0.06418 1.39393 0.299
H -2.68039 -0.36505 -0.14931 0.371
H -0.26187 -0.82838 0.16721 0.184
H 0.13512 -1.59818 1.74860 0.259
H 0.80316 -3.66650 -0.91345 0.138
H 1.37640 -2.49080 0.26389 0.311
H 0.22440 -4.37072 1.99287 0.142
H 0.66725 -5.43486 0.65653 0.227
H 2.37151 -3.74973 2.24726 0.339
H 3.12463 6.27310 1.93102 0.452
H 6.05427 2.61010 3.94169 0.156
H 2.57398 2.30692 4.78900 0.458
H -1.40079 3.89697 4.32464 0.402
H 0.05941 4.44040 5.13619 0.518
H -0.77832 3.14441 6.87906 0.636
H -1.75825 2.12114 5.81688 0.382
H 1.09018 1.87666 6.78099 0.649
H 0.69863 1.05466 5.19418 0.258
H -1.29808 -0.01961 6.36740 0.304
H -0.65615 0.64655 7.89851 0.472
N -1.73433 -7.49072 -0.71690 0.040
C -0.69051 -8.02938 -1.42234 -0.093
C -0.58404 -9.35016 -1.07980 -0.450
C -1.60536 -9.62263 -0.13182 -0.385
C -2.29805 -8.45811 0.06906 -0.544
H -2.03777 -6.53515 -0.76994 0.199
H -0.11757 -7.42631 -2.10622 0.067
H 0.14429 -10.04450 -1.46528 0.393
H -1.80851 -10.56617 0.34708 0.395
H -3.14077 -8.23463 0.70123 0.383
N 1.96311 -5.04311 -3.61964 0.136
C 1.53368 -3.94346 -4.30137 -0.499
C 2.63137 -3.27328 -4.76247 -0.330
C 3.77792 -4.00656 -4.35231 -0.753
C 3.33167 -5.09702 -3.64948 -0.375
H 1.36880 -5.71166 -3.16552 0.192
H 0.48175 -3.72740 -4.39251 0.351
H 2.61087 -2.35606 -5.32969 0.487
H 4.80864 -3.76058 -4.54706 0.409
H 3.86531 -5.89849 -3.16727 0.375
N 1.23192 -0.67964 -7.45736 0.029
C 2.28692 -1.12461 -8.20475 -0.457
C 2.95904 -0.03188 -8.68308 -0.770
C 2.28351 1.12177 -8.19503 -0.213
C 1.22655 0.68263 -7.43906 -0.422
H 0.56548 -1.26368 -6.98626 0.190
H 2.46807 -2.17900 -8.33049 0.410
H 3.83660 -0.05435 -9.30768 0.415
H 2.54618 2.15191 -8.37804 0.382
H 0.46785 1.21919 -6.89290 0.427
N -0.26331 3.85176 -7.24210 0.117
C -1.32933 4.24244 -8.00616 -0.442
C -2.23232 4.85799 -7.17897 -0.770
C -1.68628 4.83754 -5.86463 -0.484
C -0.46981 4.21253 -5.93849 -0.584
H 0.54982 3.37038 -7.58081 0.200
H -1.35380 4.04747 -9.06521 0.384
H -3.17928 5.27532 -7.48063 0.401
H -2.13504 5.23674 -4.96960 0.499
H 0.26079 3.99388 -5.18667 0.732

=====

22
Properties=species:S:1:pos:R:3:mulliken_charge:R:1 method="wB97M-V/def2-TZVPD" gap_ha=0.2404 mol_weight_da=131.18 homo_energy_ha=-0.2190 relative_energy_kcal_mol=109.9
C -1.05165 -1.31785 -0.05321 -0.350
C -2.28531 -1.92221 -0.70213 -1.203
N -0.47097 -0.22332 -0.86825 -0.405
H -0.08135 -0.59053 -1.73892 0.347
H -1.07995 0.58910 -0.94940 0.390
H -1.29094 -0.92948 0.93429 0.294
H -0.26636 -2.05346 0.11567 0.303
H -2.05449 -2.36307 -1.67576 0.333
H -3.06807 -1.17325 -0.85232 0.337
H -2.68773 -2.70970 -0.06172 0.377
C 1.07075 0.61146 -0.30323 0.486
C 0.72627 1.22787 1.02339 0.309
C 2.10210 -0.37830 -0.38777 -0.912
C 0.59914 2.53779 1.24321 -1.133
O 1.20163 1.64811 -1.28022 -0.466
O 0.47791 0.29752 2.00990 -0.444
H 2.05461 1.42380 -1.69418 0.428
H 0.23934 0.75838 2.82420 0.325
H 1.79221 -1.41996 -0.40794 0.140
H 0.76538 3.25746 0.45735 0.302
H 3.01934 -0.19937 0.16123 0.294
H 0.28812 2.92901 2.20580 0.247

=====

14
Properties=species:S:1:pos:R:3:mulliken_charge:R:1 method="wB97M-V/def2-TZVPD" gap_ha=0.3623 mol_weight_da=71.12 homo_energy_ha=-0.3207 relative_energy_kcal_mol=28.4 smiles="C/C=C/CN"
N 2.03006 -1.62870 -0.58449 -0.659
C 0.68645 -0.98438 -0.80829 -0.210
C -1.53930 1.55786 0.99744 -1.065
C -1.05808 0.48413 0.10571 -0.045
C 0.11266 -0.16541 0.29187 -0.424
H 2.65008 -0.97617 -0.12462 0.217
H 2.34231 -1.80846 -1.53129 0.247
H 0.02454 -1.82187 -1.05501 0.270
H 0.86464 -0.33225 -1.66683 0.279
H -2.15482 2.27440 0.44360 0.311
H -2.17207 1.11754 1.79007 0.246
H -0.74949 2.10368 1.51558 0.333
H -1.81789 -0.12206 -0.39093 0.283
H 0.78090 0.30168 1.01717 0.217

=====

Per-record E, eV: -69380.07880; -27085.74176; -154387.31091; -140916.29442; -12013.95930; -5782.58037